(1)
Density functional theory data (ωB97M-V with the def2-TZVPD basis set) for C17H17N7O2S in the gas phase at a distorted geometry.

Calculated values
2S+1   1
Total charge   0
Molar mass   383.44 g mol⁻¹
E_LUMO   -0.930 eV
Highest occupied orbital energy   -8.4 eV
Relative energy (zero: lowest compared OMol25 entry of this formula, charge and spin)   0.898 eV
Energy   -1590.00759 hartree
HOMO-LUMO gap   0.2750 Ha

Atoms and positions in Å:
N -6.095 4.256 -1.124
C -5.017 4.681 -0.455
N -4.121 3.790 -0.233
C -2.918 4.181 0.360
N -1.923 3.274 0.340
C -0.679 3.641 0.803
C 0.456 2.725 0.756
O 1.613 3.059 0.977
N 0.252 1.388 0.494
C 1.335 0.405 0.454
C 0.831 -1.026 0.425
S -0.783 -1.318 0.212
N 1.550 -2.201 0.586
C 3.004 -2.248 0.465
C 3.411 -3.142 -0.696
C 2.866 -4.534 -0.678
C 1.663 -4.860 -1.358
C 1.165 -6.176 -1.386
C 1.906 -7.207 -0.756
C 3.110 -6.871 -0.083
C 3.598 -5.552 -0.045
C -0.482 4.961 1.309
N -1.470 5.851 1.345
C -2.679 5.488 0.829
C -3.802 6.422 0.608
O -3.988 7.516 1.132
N -4.900 6.009 -0.151
H -5.865 3.356 -1.536
H -6.474 4.943 -1.761
H -0.716 1.118 0.252
H 1.927 0.473 1.367
H 1.987 0.595 -0.393
H 1.018 -3.077 0.650
H 3.448 -2.744 1.333
H 3.429 -1.261 0.342
H 4.501 -3.173 -0.797
H 2.998 -2.663 -1.600
H 1.080 -4.124 -1.923
H 0.256 -6.413 -1.924
H 1.514 -8.200 -0.752
H 3.687 -7.678 0.362
H 4.523 -5.417 0.524
H 0.511 5.240 1.713
H -5.726 6.510 0.013

(2)
Density functional theory data (ωB97M-V with the def2-TZVPD basis set) for a molecular structure, C39H30BrCl2CsF10N6O2S at a distorted geometry.

Calculated values
2S+1   1
Total charge   -2
Molar mass   1120.47 g mol⁻¹
E_LUMO   3.534 eV
Highest occupied orbital energy   -1.4 eV
Relative energy (zero: lowest compared OMol25 entry of this formula, charge and spin)   1.669 eV
Energy   -6894.53291 hartree
HOMO-LUMO gap   0.1821 Ha

Atoms and positions in Å:
Cs 0.416 0.536 1.399
C -1.547 2.862 -1.417
N -0.454 2.853 -0.463
C -0.827 3.384 0.844
C -2.222 3.035 1.366
N -2.517 1.614 1.274
C -3.449 1.090 2.064
C -3.742 -0.307 1.907
F -3.015 -0.995 0.999
C -4.706 -0.996 2.593
F -4.933 -2.301 2.301
C -5.486 -0.377 3.561
F -6.433 -1.062 4.253
C -5.252 0.960 3.772
F -5.995 1.617 4.696
C -4.295 1.664 3.054
F -4.225 3.000 3.341
C 0.705 3.553 -1.011
C 1.903 3.667 -0.077
N 2.369 2.359 0.348
C 3.144 2.231 1.416
C 3.691 3.220 2.287
F 3.529 4.545 2.008
C 4.453 2.925 3.401
F 4.919 3.939 4.167
C 4.769 1.631 3.751
F 5.503 1.360 4.860
C 4.309 0.619 2.928
F 4.639 -0.654 3.211
C 3.547 0.902 1.817
F 3.190 -0.138 1.022
H -1.936 3.884 -1.594
H -2.359 2.224 -1.068
H -1.186 2.469 -2.370
H -0.760 4.488 0.850
H -0.092 3.015 1.568
H -2.975 3.622 0.813
H -2.239 3.419 2.391
H 0.424 4.588 -1.299
H 1.014 3.031 -1.921
H 1.628 4.326 0.754
H 2.683 4.214 -0.634
C -4.693 -5.405 5.239
C -3.559 -4.500 4.832
C -2.890 -3.722 5.772
C -1.862 -2.870 5.394
C -1.508 -2.786 4.056
C -2.159 -3.557 3.101
C -3.174 -4.412 3.499
S -0.226 -1.672 3.573
O -0.884 -0.413 3.270
O 0.693 -1.639 4.695
N 0.369 -2.209 2.231
C 1.098 -3.376 2.178
C 1.351 -4.262 3.214
C 2.152 -5.410 3.023
C 2.710 -5.715 1.818
C 2.452 -4.858 0.717
C 2.987 -5.098 -0.570
C 2.686 -4.263 -1.599
C 1.822 -3.173 -1.343
N 1.319 -2.901 -0.173
C 1.637 -3.718 0.878
H -4.868 -5.355 6.314
H -4.486 -6.446 4.979
H -5.618 -5.117 4.734
H -3.185 -3.779 6.816
H -1.331 -2.271 6.123
H -1.873 -3.466 2.060
H -3.699 -5.003 2.754
H 0.979 -4.045 4.206
H 2.338 -6.055 3.876
H 3.343 -6.585 1.684
H 3.639 -5.953 -0.716
H 3.089 -4.419 -2.592
H 1.540 -2.507 -2.154
Cl 0.657 0.157 -1.746
C 1.580 0.099 -3.215
Cl 1.015 1.262 -4.461
H 1.504 -0.888 -3.653
H 2.605 0.350 -2.974
Br -4.782 0.413 -2.957
C -3.935 -1.094 -2.126
C -4.752 -2.046 -1.531
C -4.129 -3.128 -0.940
C -2.747 -3.203 -0.960
C -2.039 -2.184 -1.570
N -2.629 -1.137 -2.169
H -5.825 -1.925 -1.521
H -4.718 -3.887 -0.440
H -2.214 -4.013 -0.479
H -0.955 -2.188 -1.562

(3)
Density functional theory data (ωB97M-V with the def2-TZVPD basis set) for a molecular structure, C27H56FInNO18 at a distorted geometry.

Calculated values
2S+1   1
Total charge   -1
Molar mass   816.55 g mol⁻¹
E_LUMO   1.598 eV
Highest occupied orbital energy   -4.4 eV
Energy   -2761.46639 hartree
HOMO-LUMO gap   0.2187 Ha

Atoms and positions in Å:
C -7.037 -4.734 -11.271
C -6.887 -4.578 -9.672
O -7.826 -3.951 -9.108
O -5.793 -5.136 -8.936
C -6.281 -6.050 -7.917
C -5.779 -5.741 -6.424
In -5.423 -3.564 -5.933
N -6.471 -3.125 -4.117
O -5.983 -2.208 -7.421
C -3.204 -3.178 -5.484
C -2.403 -3.170 -6.865
C -2.112 -1.646 -7.294
F -3.201 -3.790 -7.915
H -6.267 -5.431 -11.736
H -6.971 -3.656 -11.680
H -8.117 -5.099 -11.432
H -5.938 -7.127 -8.163
H -7.432 -6.105 -7.873
H -6.593 -6.117 -5.692
H -4.856 -6.403 -6.203
H -7.444 -3.433 -4.252
H -6.440 -2.090 -4.028
H -5.316 -2.159 -8.145
H -3.113 -2.150 -4.972
H -2.890 -4.019 -4.767
H -1.402 -3.724 -6.818
H -2.297 -1.460 -8.407
H -1.055 -1.372 -6.964
H -2.831 -0.950 -6.721
C -0.185 -0.405 -0.554
C 0.186 -1.679 -1.288
O -0.061 -1.550 -2.693
C 0.862 -0.862 -3.382
O 1.865 -0.363 -2.928
O 0.463 -0.802 -4.663
C 1.310 -0.014 -5.494
H -1.213 -0.114 -0.783
H -0.088 -0.540 0.527
H 0.456 0.427 -0.854
H -0.442 -2.499 -0.934
H 1.225 -1.965 -1.102
H 2.352 -0.333 -5.418
H 1.210 1.042 -5.232
H 0.983 -0.146 -6.526
C 3.828 4.328 -1.168
C 3.714 3.873 0.274
O 3.019 4.846 1.066
C 1.678 4.847 0.940
O 1.030 4.110 0.241
O 1.188 5.834 1.711
C -0.223 6.010 1.597
H 4.275 5.324 -1.222
H 4.441 3.632 -1.745
H 2.846 4.394 -1.642
H 4.714 3.775 0.704
H 3.233 2.894 0.351
H -0.756 5.073 1.768
H -0.469 6.419 0.615
H -0.534 6.727 2.358
C 4.657 -0.479 6.537
C 3.836 -0.910 5.337
O 2.830 0.064 5.029
C 3.260 1.151 4.369
O 4.394 1.366 4.014
O 2.212 1.972 4.195
C 2.549 3.217 3.583
H 4.007 -0.250 7.385
H 5.357 -1.265 6.828
H 5.229 0.427 6.322
H 3.313 -1.840 5.570
H 4.467 -1.105 4.465
H 3.095 3.067 2.653
H 3.133 3.824 4.279
H 1.622 3.745 3.358
C 3.546 -7.894 7.489
C 3.178 -6.428 7.615
O 3.572 -5.699 6.447
C 2.764 -5.830 5.382
O 1.754 -6.488 5.333
O 3.292 -5.122 4.370
C 2.578 -5.250 3.140
H 4.608 -8.005 7.252
H 3.332 -8.427 8.418
H 2.989 -8.375 6.681
H 3.718 -5.989 8.456
H 2.111 -6.296 7.812
H 1.518 -5.026 3.271
H 2.712 -6.256 2.737
H 2.998 -4.534 2.433
C 2.217 8.367 4.503
C 2.103 7.906 5.944
O 1.407 8.875 6.738
C 0.070 8.874 6.611
O -0.577 8.137 5.909
O -0.421 9.857 7.385
C -1.833 10.028 7.272
H 2.663 9.363 4.452
H 2.830 7.673 3.924
H 1.235 8.434 4.029
H 3.102 7.807 6.374
H 1.622 6.927 6.017
H -2.362 9.089 7.440
H -2.080 10.439 6.290
H -2.146 10.742 8.035

(4)
Density functional theory data (ωB97M-V with the def2-TZVPD basis set) for C7H9NO3S in the gas phase at a distorted geometry.

Calculated values
2S+1   1
Total charge   0
Molar mass   187.22 g mol⁻¹
E_LUMO   0.276 eV
Highest occupied orbital energy   -9.4 eV
Relative energy (zero: lowest compared OMol25 entry of this formula, charge and spin)   3.366 eV
Energy   -950.67239 hartree
HOMO-LUMO gap   0.3573 Ha

Atoms and positions in Å:
C 0.388 1.887 0.168
C -0.914 2.139 0.110
C 2.471 0.633 -0.050
C -1.390 -1.819 -0.227
C 0.166 -1.852 -0.488
C 0.968 0.594 -0.298
C -1.285 -0.462 0.503
N 0.276 -0.568 0.331
O 2.891 -0.374 0.774
O 3.266 1.393 -0.495
O -3.276 1.183 0.420
S -2.124 1.001 -0.379
H 1.178 2.732 0.320
H -1.310 3.218 0.297
H -1.902 -1.650 -1.167
H -1.736 -2.738 0.423
H 0.577 -2.674 0.132
H 0.353 -1.855 -1.530
H 0.815 0.512 -1.338
H -1.399 -0.453 1.503
H 1.986 -0.847 0.991

(5)
Density functional theory data (ωB97M-V with the def2-TZVPD basis set) for 2 unconnected molecules or ions with the total composition C17H30FN2O7S.

Calculated values
2S+1   1
Total charge   +1
Molar mass   425.50 g mol⁻¹
E_LUMO   -2.603 eV
Highest occupied orbital energy   -12.0 eV
Energy   -1799.78637 hartree
HOMO-LUMO gap   0.3449 Ha

Atoms and positions in Å:
C -2.386 1.330 -2.911
C -2.098 -0.094 -2.508
N -2.672 -1.120 -2.967
C -1.061 -0.281 -1.412
C -0.173 -1.507 -1.546
F 0.286 -1.572 -2.819
O 0.946 -1.271 -0.686
S 1.672 -2.695 -0.414
O 2.309 -3.121 -1.599
O 2.348 -2.574 0.827
O 0.306 -3.462 -0.217
C -0.724 -2.876 -1.050
C -1.268 -3.854 -2.079
C -0.229 -4.509 -2.975
O 0.495 -5.381 -2.628
O -0.311 -4.043 -4.276
C 0.828 -3.542 -4.910
C 0.423 -2.619 -6.021
O 1.929 -3.826 -4.588
H -3.025 1.808 -2.161
H -2.898 1.362 -3.873
H -1.465 1.912 -2.983
H -3.353 -0.877 -3.686
H -1.562 -0.297 -0.437
H -0.381 0.577 -1.411
H -1.537 -2.650 -0.355
H -2.013 -3.326 -2.672
H -1.747 -4.662 -1.520
H -0.376 -3.063 -6.616
H 0.042 -1.687 -5.597
H 1.297 -2.412 -6.636
C 0.477 2.839 5.763
C 1.218 1.722 5.026
C 1.702 2.088 3.624
N 0.801 1.668 2.479
C 0.917 0.198 2.257
C -0.628 2.086 2.674
C -0.619 3.570 2.368
C 0.342 3.680 1.169
C 1.220 2.419 1.230
H -0.518 3.031 5.360
H 0.353 2.578 6.812
H 1.041 3.772 5.721
H 0.616 0.812 5.005
H 2.108 1.469 5.603
H 2.654 1.606 3.407
H 1.851 3.164 3.534
H 0.606 -0.329 3.155
H 1.951 -0.040 2.021
H 0.283 -0.082 1.422
H -1.212 1.533 1.937
H -0.964 1.809 3.668
H -0.244 4.134 3.221
H -1.616 3.943 2.146
H 0.935 4.591 1.209
H -0.207 3.698 0.229
H 2.286 2.620 1.297
H 1.045 1.754 0.387

(6)
Density functional theory data (ωB97M-V with the def2-TZVPD basis set) for 17 unconnected molecules or ions with the total composition C48H72N10O14 at a distorted geometry.

Calculated values
2S+1   1
Total charge   0
Molar mass   1013.16 g mol⁻¹
E_LUMO   0.037 eV
Highest occupied orbital energy   -9.9 eV
Energy   -3473.14010 hartree
HOMO-LUMO gap   0.3657 Ha

Atoms and positions in Å:
C 1.978 1.469 -4.529
C 2.144 0.904 -5.849
N 2.325 0.547 -6.916
H 1.672 2.515 -4.650
H 2.865 1.283 -3.920
H 1.198 0.849 -4.055
C -5.937 -3.161 2.358
C -5.759 -2.610 3.675
N -5.607 -2.183 4.727
H -5.859 -4.237 2.454
H -5.307 -2.721 1.610
H -6.958 -2.917 2.065
C -4.504 0.033 0.553
C -4.866 0.277 -0.820
N -5.155 0.498 -1.919
H -4.136 0.974 1.021
H -3.681 -0.674 0.657
H -5.301 -0.247 1.248
C -1.829 -4.729 4.463
C -1.613 -3.995 5.675
N -1.454 -3.344 6.607
H -1.186 -5.608 4.467
H -1.665 -4.057 3.624
H -2.839 -5.145 4.402
C 2.476 3.486 1.461
C 0.995 3.549 1.460
N -0.154 3.646 1.541
H 2.881 4.333 0.938
H 2.790 2.651 0.841
H 2.915 3.481 2.446
C 4.643 0.802 -1.541
C 4.677 2.213 -1.262
N 4.616 3.350 -1.094
H 5.384 0.632 -2.322
H 3.658 0.440 -1.827
H 4.866 0.247 -0.634
C 0.063 -3.599 0.139
C 0.808 -4.226 1.250
N 1.405 -4.644 2.138
H 0.524 -3.973 -0.772
H 0.230 -2.534 0.177
H -0.997 -3.869 0.128
C -2.785 -0.608 4.962
C -2.950 0.373 3.934
N -3.006 1.223 3.156
H -2.356 -0.158 5.854
H -2.160 -1.398 4.541
H -3.749 -1.060 5.227
C -0.479 3.439 4.894
C 0.973 3.625 4.866
N 2.120 3.678 4.899
H -0.906 4.444 4.885
H -0.870 2.940 5.757
H -0.867 3.030 3.959
C -0.819 0.167 0.507
C 0.478 0.299 -0.138
N 1.553 0.437 -0.509
H -1.579 0.129 -0.265
H -1.020 0.972 1.223
H -0.908 -0.722 1.134
O -3.879 5.776 -2.883
C -3.863 5.216 -1.817
O -2.910 5.413 -0.886
C -3.272 4.749 0.315
C -4.189 3.579 -0.043
C -4.834 4.194 -1.290
H -3.760 5.498 0.943
H -2.350 4.439 0.806
H -4.895 3.232 0.723
H -3.595 2.740 -0.356
H -5.776 4.661 -1.010
H -5.051 3.468 -2.064
O 3.719 -5.328 -2.062
C 3.874 -4.441 -2.864
O 4.596 -4.633 -4.008
C 4.688 -3.432 -4.756
C 4.372 -2.298 -3.795
C 3.462 -2.992 -2.788
H 3.992 -3.554 -5.594
H 5.698 -3.243 -5.148
H 3.944 -1.415 -4.247
H 5.278 -2.001 -3.232
H 2.403 -2.826 -3.015
H 3.557 -2.763 -1.733
O 0.364 5.525 -5.467
C 0.513 5.286 -4.297
O 1.604 4.651 -3.795
C 1.499 4.479 -2.343
C 0.084 4.897 -1.944
C -0.341 5.744 -3.161
H 2.334 5.116 -1.974
H 1.779 3.446 -2.109
H 0.042 5.435 -0.995
H -0.525 3.998 -1.809
H -0.160 6.821 -3.002
H -1.375 5.700 -3.499
O -3.645 -3.611 0.082
C -4.310 -3.646 -0.935
O -3.839 -3.033 -2.085
C -4.708 -3.213 -3.169
C -6.081 -3.564 -2.546
C -5.680 -4.242 -1.222
H -4.232 -3.979 -3.799
H -4.743 -2.313 -3.761
H -6.677 -4.190 -3.189
H -6.584 -2.616 -2.357
H -5.626 -5.323 -1.302
H -6.274 -3.956 -0.344
O 5.705 -0.623 1.602
C 6.503 0.123 2.144
O 7.165 1.045 1.415
C 8.138 1.693 2.269
C 7.583 1.629 3.697
C 6.760 0.342 3.644
H 8.278 2.712 1.858
H 9.041 1.095 2.076
H 6.991 2.502 3.943
H 8.390 1.547 4.434
H 5.792 0.349 4.164
H 7.312 -0.490 4.074
O -0.207 -2.631 -2.807
C -0.831 -1.793 -3.447
O -1.162 -0.574 -2.962
C -2.006 0.132 -3.938
C -1.729 -0.483 -5.282
C -1.181 -1.869 -4.922
H -1.854 1.213 -3.787
H -2.994 -0.082 -3.539
H -0.977 0.097 -5.812
H -2.591 -0.513 -5.918
H -0.263 -2.138 -5.426
H -1.887 -2.661 -5.087
O -0.390 -1.964 3.201
C 0.763 -1.850 3.505
O 1.567 -0.908 2.994
C 2.911 -1.078 3.448
C 2.816 -1.996 4.668
C 1.407 -2.651 4.595
H 3.238 -0.055 3.613
H 3.390 -1.456 2.515
H 2.969 -1.532 5.625
H 3.573 -2.777 4.542
H 0.794 -2.616 5.489
H 1.380 -3.707 4.336

Question: 2S+1 of number 4 (C7H9NO3S)?
Answer: 1

Question: What is the total charge in the sixth record?
Answer: 0